(1)
Density functional theory data (ωB97M-V/def2-TZVPD) for a 2-piece molecular cluster, C4H12 overall.

Positions of all 16 atoms, in Å:
C (-1.82, -0.23, 0.95)
C (-1.38, -1.22, 2.06)
H (-2.71, 0.33, 1.24)
H (-1.02, 0.48, 0.75)
H (-1.99, -0.64, -0.04)
H (-1.95, -1.04, 2.96)
H (-1.59, -2.22, 1.64)
H (-0.30, -1.24, 2.11)
C (0.89, 1.01, -1.58)
C (2.32, 0.46, -1.41)
H (0.88, 1.92, -2.16)
H (0.29, 0.24, -2.07)
H (0.44, 1.13, -0.60)
H (2.41, -0.04, -0.45)
H (3.08, 1.25, -1.36)
H (2.69, -0.10, -2.27)

Values from the calculation:
- E_tot: -4342.0766 eV
- HOMO energy: -0.4218 Eh

=====

(2)
Density functional theory data (ωB97M-V/def2-TZVPD) for a 12-piece molecular cluster, C39H84BrO15PS2 overall.

Positions of all 142 atoms, in Å:
C (-1.47, 3.63, 1.19)
C (-1.21, 2.15, 0.47)
S (-0.03, 1.08, 1.45)
C (0.28, -0.58, 0.55)
C (-1.02, -0.88, -0.40)
C (-0.98, -0.25, -1.94)
Br (0.64, 0.80, -2.60)
C (-2.24, -0.47, -2.97)
C (-3.53, -1.33, -2.40)
C (-3.60, -1.97, -0.86)
C (-2.30, -1.78, 0.18)
C (-2.30, -2.43, 1.68)
C (-2.94, -1.47, 2.85)
C (-2.52, -2.19, 4.30)
C (-1.06, -1.66, 4.86)
O (0.12, -2.07, 4.34)
O (-1.07, -0.72, 6.01)
C (-4.98, -2.77, -0.49)
O (-5.30, -3.23, 0.76)
C (-6.16, -3.05, -1.64)
P (-7.70, -4.14, -1.15)
S (-7.10, -6.00, -1.32)
C (-6.07, -2.47, -3.00)
C (-4.78, -1.56, -3.44)
O (-4.73, -1.04, -4.68)
H (-2.07, 4.33, 0.45)
H (-2.13, 3.49, 2.17)
H (-0.42, 4.11, 1.42)
H (-2.29, 1.65, 0.36)
H (-0.84, 2.39, -0.62)
H (0.44, -1.37, 1.40)
H (1.30, -0.47, -0.03)
H (-2.18, -0.01, -4.06)
H (-1.18, -2.71, 2.00)
H (-2.86, -3.48, 1.64)
H (-2.59, -0.36, 2.83)
H (-4.12, -1.59, 2.79)
H (-2.37, -3.34, 4.03)
H (-3.38, -2.16, 5.10)
H (-1.77, -1.12, 6.63)
H (-8.17, -3.80, 0.18)
H (-8.75, -3.77, -2.07)
H (-6.96, -2.68, -3.76)
C (-0.31, -5.98, -1.72)
C (0.20, -5.19, -0.52)
O (-0.76, -4.22, -0.14)
H (-0.50, -5.31, -2.56)
H (0.42, -6.73, -2.03)
H (-1.25, -6.47, -1.48)
H (1.13, -4.68, -0.77)
H (0.38, -5.86, 0.33)
H (-1.58, -4.68, 0.08)
C (0.89, 0.45, -7.63)
C (0.57, 0.94, -6.23)
O (-0.75, 0.56, -5.88)
H (0.19, 0.88, -8.35)
H (1.91, 0.74, -7.92)
H (0.80, -0.64, -7.69)
H (0.64, 2.03, -6.17)
H (1.27, 0.51, -5.50)
H (-0.80, -0.41, -5.92)
C (-6.33, -9.49, -3.40)
C (-5.83, -8.87, -4.68)
O (-6.67, -7.79, -5.06)
H (-7.36, -9.85, -3.53)
H (-5.70, -10.33, -3.09)
H (-6.36, -8.75, -2.59)
H (-5.83, -9.60, -5.49)
H (-4.81, -8.49, -4.56)
H (-6.66, -7.14, -4.34)
C (-0.14, -10.44, -2.04)
C (0.37, -9.66, -0.85)
O (-0.59, -8.68, -0.47)
H (-0.33, -9.77, -2.89)
H (0.59, -11.20, -2.35)
H (-1.09, -10.94, -1.81)
H (1.30, -9.15, -1.09)
H (0.55, -10.32, 0.01)
H (-1.41, -9.15, -0.24)
C (1.13, 7.01, 4.56)
C (0.13, 6.57, 3.51)
O (-0.07, 5.17, 3.59)
H (2.09, 6.49, 4.43)
H (1.30, 8.09, 4.51)
H (0.77, 6.76, 5.57)
H (0.50, 6.80, 2.51)
H (-0.83, 7.07, 3.65)
H (-0.41, 4.97, 4.49)
C (2.01, 2.90, -10.83)
C (2.71, 1.95, -11.78)
O (2.64, 0.62, -11.27)
H (2.46, 2.86, -9.83)
H (2.06, 3.93, -11.20)
H (0.96, 2.62, -10.71)
H (3.77, 2.22, -11.88)
H (2.25, 1.97, -12.77)
H (1.70, 0.39, -11.20)
C (-6.48, 2.14, 0.04)
C (-5.21, 1.76, -0.69)
O (-4.38, 0.97, 0.16)
H (-6.25, 2.71, 0.95)
H (-7.12, 2.76, -0.60)
H (-7.03, 1.25, 0.35)
H (-4.64, 2.65, -0.97)
H (-5.43, 1.19, -1.59)
H (-4.89, 0.18, 0.40)
C (0.97, 4.10, 9.27)
C (1.47, 4.72, 7.99)
O (0.63, 5.80, 7.61)
H (-0.06, 3.73, 9.14)
H (1.60, 3.26, 9.58)
H (0.94, 4.84, 10.08)
H (1.47, 3.98, 7.18)
H (2.49, 5.10, 8.11)
H (0.65, 6.45, 8.33)
C (4.64, 1.78, 3.41)
C (3.64, 1.34, 2.36)
O (3.44, -0.07, 2.44)
H (5.60, 1.26, 3.28)
H (4.81, 2.86, 3.36)
H (4.28, 1.53, 4.42)
H (4.01, 1.57, 1.36)
H (2.68, 1.84, 2.50)
H (3.10, -0.26, 3.34)
C (9.19, 3.90, 3.09)
C (7.76, 3.61, 2.68)
O (6.89, 4.59, 3.23)
H (9.28, 3.90, 4.18)
H (9.87, 3.15, 2.68)
H (9.50, 4.89, 2.75)
H (7.45, 2.63, 3.04)
H (7.66, 3.63, 1.59)
H (7.17, 5.46, 2.89)
C (9.65, 8.83, 4.15)
C (8.65, 8.39, 3.10)
O (8.45, 6.99, 3.18)
H (10.61, 8.32, 4.01)
H (9.82, 9.91, 4.10)
H (9.29, 8.58, 5.15)
H (9.02, 8.63, 2.09)
H (7.69, 8.90, 3.23)
H (8.11, 6.79, 4.07)

Values from the calculation:
- E_tot: -173501.0062 eV
- HOMO energy: -0.2978 Eh

=====

(3)
Density functional theory data (ωB97M-V/def2-TZVPD) for one molecule with the formula C6H6.

Positions of all 12 atoms, in Å:
C (-1.57, 0.89, 0.33)
C (-0.45, -0.04, 0.02)
C (-0.35, -1.33, -0.31)
C (1.18, -1.56, -0.47)
C (1.42, -0.17, -0.14)
C (1.09, 0.99, 0.17)
H (-1.51, 1.30, 1.35)
H (-1.65, 1.72, -0.38)
H (-2.47, 0.27, 0.25)
H (1.48, -1.82, -1.49)
H (1.59, -2.27, 0.25)
H (1.25, 2.02, 0.42)

Values from the calculation:
- E_tot: -6312.0308 eV
- HOMO energy: -0.2748 Eh

=====

(4)
Density functional theory data (ωB97M-V/def2-TZVPD) for a 2-piece molecular cluster, C5H14NO overall.

Positions of all 21 atoms, in Å:
C (-0.64, 0.55, 0.32)
O (-1.56, -0.27, -0.50)
C (0.52, -0.17, 0.77)
C (1.28, -0.89, -0.33)
C (2.84, -0.45, -0.46)
C (2.91, 1.11, -0.64)
N (-4.86, -0.30, 0.60)
H (-0.48, 1.39, -0.46)
H (-1.22, 0.76, 1.19)
H (-1.76, -1.09, -0.05)
H (0.77, -0.41, 1.77)
H (0.82, -0.75, -1.27)
H (1.48, -2.08, -0.11)
H (3.36, -1.03, -1.31)
H (3.23, -0.85, 0.48)
H (3.88, 1.62, -0.73)
H (2.47, 1.54, 0.26)
H (2.42, 1.39, -1.57)
H (-4.48, 0.64, 0.50)
H (-5.24, -0.32, 1.54)
H (-5.73, -0.39, -0.01)

Values from the calculation:
- Net charge: +1
- E_tot: -8938.8345 eV
- HOMO energy: -0.4743 Eh

=====

(5)
Density functional theory data (ωB97M-V/def2-TZVPD) for an isolated ion of composition C3H8N3 and charge +1.

Positions of all 14 atoms, in Å:
C (-0.19, -1.66, -0.41)
C (0.40, -0.64, 0.50)
N (-0.52, -0.10, 1.57)
N (-1.00, 1.00, 1.37)
C (-0.53, 1.59, 0.17)
N (0.63, 0.73, -0.29)
H (0.36, -2.62, -0.34)
H (0.20, -1.31, -1.40)
H (-1.31, -1.72, -0.40)
H (1.39, -1.05, 0.75)
H (-1.23, 1.40, -0.71)
H (-0.53, 2.63, 0.43)
H (0.79, 0.60, -1.33)
H (1.54, 1.14, 0.09)

Values from the calculation:
- Net charge: +1
- E_tot: -7701.5349 eV
- HOMO energy: -0.5407 Eh

=====

(6)
Density functional theory data (ωB97M-V/def2-TZVPD) for C35H52AsIrOP3 as an isolated structure.

Positions of all 93 atoms, in Å:
Ir (0.75, -0.13, -0.46)
P (2.44, -1.04, 0.78)
P (2.12, 1.79, -0.60)
P (-0.14, -2.52, -0.63)
H (1.29, 1.64, -5.03)
C (0.30, 1.65, -5.49)
C (-0.67, 2.47, -5.07)
H (-0.40, 3.23, -4.34)
C (3.80, -1.76, -0.22)
C (3.25, 0.04, 2.01)
C (1.94, -2.43, 1.86)
C (1.61, 2.92, -1.92)
C (2.07, 2.80, 0.91)
C (3.88, 1.41, -0.96)
C (-1.64, -2.72, -1.64)
C (-0.60, -3.69, 0.71)
C (1.13, -3.46, -1.57)
H (0.10, 0.98, -6.32)
H (-1.72, 2.42, -5.40)
H (4.65, -2.02, 0.42)
H (4.15, -1.06, -0.98)
H (3.46, -2.66, -0.74)
H (3.90, -0.53, 2.67)
H (2.52, 0.54, 2.65)
H (3.86, 0.82, 1.58)
H (2.12, -3.39, 1.38)
H (0.88, -2.37, 2.12)
H (2.49, -2.43, 2.80)
H (2.17, 3.86, -1.85)
H (0.53, 3.14, -1.84)
H (1.79, 2.47, -2.91)
H (3.07, 3.16, 1.17)
H (1.69, 2.24, 1.76)
H (1.42, 3.66, 0.77)
H (4.41, 2.34, -1.20)
H (3.92, 0.74, -1.83)
H (4.38, 0.92, -0.12)
H (-2.11, -3.69, -1.39)
H (-1.35, -2.72, -2.70)
H (-2.35, -1.92, -1.43)
H (-1.41, -4.35, 0.35)
H (-0.99, -3.15, 1.58)
H (0.23, -4.34, 1.01)
H (0.61, -4.13, -2.27)
H (1.75, -4.05, -0.89)
H (1.75, -2.77, -2.15)
C (-0.79, -0.11, -3.33)
C (0.32, -0.61, -4.08)
C (0.12, -1.51, -5.12)
C (-1.16, -1.68, -5.64)
C (-2.28, -1.05, -5.07)
C (-2.12, -0.33, -3.89)
O (-0.62, 0.52, -2.19)
H (1.61, -0.28, -1.83)
H (1.28, -0.19, -3.79)
H (0.96, -1.99, -5.61)
H (-1.31, -2.29, -6.53)
H (-3.26, -1.11, -5.58)
H (-2.93, 0.14, -3.32)
C (-3.04, 4.43, 1.46)
C (-2.39, 4.04, 0.29)
C (-1.74, 2.80, 0.23)
C (-1.68, 2.03, 1.40)
C (-2.42, 2.36, 2.54)
C (-3.11, 3.58, 2.57)
As (-0.60, 0.40, 1.53)
C (0.14, 0.67, 3.36)
C (0.41, -0.43, 4.20)
C (1.05, -0.24, 5.44)
C (1.42, 1.05, 5.85)
C (1.13, 2.14, 5.02)
C (0.44, 1.96, 3.81)
C (-2.13, -0.77, 1.81)
C (-2.41, -1.45, 3.01)
C (-3.50, -2.33, 3.08)
C (-4.35, -2.48, 1.99)
C (-4.15, -1.71, 0.83)
C (-3.06, -0.83, 0.75)
H (-3.52, 5.42, 1.50)
H (-2.39, 4.72, -0.56)
H (-1.31, 2.43, -0.69)
H (-2.45, 1.69, 3.40)
H (-3.68, 3.87, 3.47)
H (0.13, -1.45, 3.90)
H (1.26, -1.09, 6.09)
H (1.93, 1.19, 6.80)
H (1.45, 3.13, 5.34)
H (0.15, 2.82, 3.23)
H (-1.80, -1.29, 3.89)
H (-3.69, -2.91, 4.00)
H (-5.20, -3.17, 2.03)
H (-4.86, -1.82, 0.00)
H (-2.91, -0.20, -0.13)

Values from the calculation:
- Net charge: +4
- E_tot: -130684.0030 eV
- Spin multiplicity: 6
- HOMO energy (spin up / spin down): -0.5441 / -0.7099 Eh
- <S²>: 8.7942

=====

(7)
Density functional theory data (ωB97M-V/def2-TZVPD) for a 2-piece molecular cluster, CH5N5OS overall.

Positions of all 13 atoms, in Å:
C (-0.57, 0.35, 0.44)
N (1.53, 0.95, -1.69)
N (-0.59, 1.18, 1.25)
N (-1.89, -1.48, 1.26)
N (-1.12, -0.86, 0.18)
N (2.70, 0.30, -1.89)
O (-0.46, 2.17, 1.95)
S (3.12, -1.04, -1.21)
H (0.55, 0.65, -1.14)
H (1.47, 1.78, -2.26)
H (-2.79, -0.99, 1.41)
H (-1.38, -1.52, 2.14)
H (-0.57, -1.48, -0.43)

Values from the calculation:
- E_tot: -21444.5614 eV
- HOMO energy: -0.3052 Eh

=====

(8)
Density functional theory data (ωB97M-V/def2-TZVPD) for C5H7N as an isolated structure.

Positions of all 13 atoms, in Å:
C (-1.19, -0.17, 0.53)
C (-0.29, -1.32, 0.16)
C (0.96, -0.90, 0.01)
C (1.01, 0.59, 0.19)
N (0.49, 1.29, -1.02)
C (-0.31, 1.07, 0.67)
H (-1.67, -0.29, 1.52)
H (-2.03, -0.02, -0.17)
H (-0.64, -2.34, 0.04)
H (1.83, -1.52, -0.23)
H (1.95, 1.04, 0.52)
H (0.00, 0.66, -1.64)
H (-0.10, 2.09, -0.73)

Values from the calculation:
- E_tot: -6784.3888 eV
- HOMO energy: -0.3042 Eh

=====

(9)
Density functional theory data (ωB97M-V/def2-TZVPD) for C14H16B2NaO18 as an isolated structure.

Positions of all 51 atoms, in Å:
Na (0.26, -1.87, -2.42)
O (1.31, 0.88, 1.59)
C (0.82, 1.87, 2.20)
O (1.43, 2.98, 2.46)
B (0.59, 3.80, 3.35)
O (-0.69, 3.10, 3.52)
C (-0.47, 1.89, 3.04)
O (-1.25, 0.94, 3.10)
O (0.30, 5.07, 2.65)
C (0.74, 6.09, 3.47)
O (0.72, 7.39, 3.17)
C (1.25, 5.46, 4.83)
O (1.17, 4.24, 4.65)
O (1.74, 6.12, 5.75)
O (-3.74, 7.26, 0.60)
C (-3.99, 6.32, -0.14)
O (-3.60, 5.12, -0.17)
B (-3.89, 4.42, -1.42)
O (-4.90, 5.32, -2.01)
C (-4.80, 6.50, -1.38)
O (-5.29, 7.54, -1.64)
O (-2.73, 4.21, -2.25)
C (-2.57, 2.89, -2.51)
O (-1.73, 2.35, -3.26)
C (-3.67, 2.12, -1.87)
O (-4.38, 3.06, -1.19)
O (-3.92, 0.91, -1.83)
C (-1.34, -6.27, 0.25)
C (-2.64, -5.38, 0.33)
C (-3.19, -5.07, 1.68)
O (-2.42, -4.34, -0.41)
H (-1.69, -7.16, 0.79)
H (-0.55, -5.78, 0.82)
H (-0.92, -6.59, -0.70)
H (-3.53, -5.83, -0.12)
H (-4.00, -4.35, 1.79)
H (-2.36, -4.76, 2.32)
H (-3.66, -5.92, 2.16)
H (-3.05, -3.64, -0.26)
C (6.02, -4.49, -3.32)
C (5.43, -3.61, -2.27)
C (6.37, -2.47, -1.73)
O (4.35, -2.88, -2.81)
H (6.94, -4.96, -2.98)
H (6.33, -3.94, -4.22)
H (5.45, -5.37, -3.59)
H (5.15, -4.25, -1.43)
H (7.32, -2.83, -1.34)
H (5.81, -1.77, -1.12)
H (6.69, -2.02, -2.67)
H (4.77, -2.34, -3.48)

Values from the calculation:
- Net charge: -1
- E_tot: -57411.1172 eV
- HOMO energy: -0.2424 Eh

=====

(10)
Density functional theory data (ωB97M-V/def2-TZVPD) for one molecule with the formula C5H6S.

Positions of all 12 atoms, in Å:
S (-0.42, 1.93, -2.15)
C (-0.24, 0.76, -1.01)
C (0.47, -0.51, -1.25)
C (0.64, -1.16, -0.04)
C (-0.07, -0.48, 1.14)
C (-0.49, 0.89, 0.47)
H (0.81, -0.86, -2.23)
H (1.16, -2.09, 0.08)
H (0.48, -0.32, 1.98)
H (-0.94, -1.06, 1.44)
H (0.15, 1.72, 0.93)
H (-1.54, 1.18, 0.65)

Values from the calculation:
- E_tot: -16116.3851 eV
- HOMO energy: -0.3086 Eh

=====

(11)
Density functional theory data (ωB97M-V/def2-TZVPD) for C31H43AuN2O7PS as an isolated structure.

Positions of all 86 atoms, in Å:
Au (0.50, -1.51, 0.27)
C (1.75, 0.80, 5.35)
C (0.57, -0.14, 5.13)
C (-0.14, 0.17, 3.80)
C (0.83, 0.77, 2.76)
C (2.21, 0.11, 2.95)
C (2.83, 0.56, 4.28)
P (0.22, 0.59, 1.04)
C (-1.51, 1.19, 0.96)
C (-2.57, 0.20, 1.46)
C (-3.96, 0.63, 0.95)
C (-4.09, 2.15, 0.84)
C (-3.21, 2.84, 1.88)
C (-1.72, 2.58, 1.57)
C (1.14, 1.79, 0.00)
C (2.38, 1.16, -0.67)
C (3.20, 2.26, -1.33)
C (3.83, 3.18, -0.27)
C (2.96, 3.27, 0.99)
C (1.48, 3.16, 0.63)
H (2.18, 0.68, 6.35)
H (1.40, 1.84, 5.29)
H (-0.14, -0.07, 5.95)
H (0.94, -1.17, 5.13)
H (-0.96, 0.87, 3.97)
H (-0.58, -0.74, 3.40)
H (0.94, 1.84, 2.95)
H (2.88, 0.33, 2.12)
H (2.07, -0.97, 2.93)
H (3.41, 1.47, 4.12)
H (3.53, -0.21, 4.62)
H (-1.65, 1.27, -0.13)
H (-2.56, 0.18, 2.55)
H (-2.34, -0.82, 1.12)
H (-4.72, 0.23, 1.63)
H (-4.14, 0.17, -0.02)
H (-5.13, 2.45, 0.96)
H (-3.77, 2.49, -0.15)
H (-3.46, 2.46, 2.88)
H (-3.39, 3.91, 1.90)
H (-1.15, 2.70, 2.50)
H (-1.37, 3.33, 0.86)
H (0.41, 1.99, -0.80)
H (2.06, 0.41, -1.39)
H (2.99, 0.62, 0.06)
H (2.55, 2.83, -1.99)
H (3.98, 1.82, -1.96)
H (3.97, 4.17, -0.69)
H (4.83, 2.81, 0.00)
H (3.15, 4.20, 1.52)
H (3.22, 2.47, 1.69)
H (1.22, 3.93, -0.11)
H (0.85, 3.38, 1.49)
N (-1.81, -2.19, -1.88)
C (-1.71, -0.89, -2.39)
C (-2.82, -0.05, -2.42)
C (-2.66, 1.31, -2.65)
C (-1.39, 1.84, -2.87)
C (-0.31, 0.98, -2.99)
C (-0.46, -0.38, -2.75)
S (-1.15, 3.61, -2.78)
O (-1.47, 3.88, -1.37)
O (-2.09, 4.21, -3.71)
O (0.26, 3.81, -3.09)
H (-2.75, -2.54, -1.76)
H (-1.21, -2.89, -2.29)
H (-3.80, -0.46, -2.22)
H (-3.51, 1.97, -2.61)
H (0.66, 1.40, -3.21)
H (0.41, -1.03, -2.77)
O (2.31, -2.64, -2.05)
C (1.47, -3.43, -1.64)
O (0.86, -3.41, -0.51)
C (1.03, -4.57, -2.55)
C (1.41, -4.56, -3.89)
C (1.00, -5.57, -4.75)
C (0.22, -6.61, -4.28)
C (-0.15, -6.60, -2.94)
C (0.23, -5.60, -2.07)
N (-0.98, -7.71, -2.44)
O (-1.42, -7.62, -1.31)
O (-1.19, -8.65, -3.18)
H (2.03, -3.74, -4.23)
H (1.29, -5.54, -5.79)
H (-0.11, -7.41, -4.92)
H (-0.09, -5.60, -1.04)

Values from the calculation:
- Net charge: -1
- E_tot: -73977.1537 eV
- HOMO energy: -0.1999 Eh

=====

(12)
Density functional theory data (ωB97M-V/def2-TZVPD) for one molecule with the formula C5H12N4.

Positions of all 21 atoms, in Å:
H (2.29, 2.27, -0.85)
N (2.89, 1.54, -0.46)
C (2.14, 0.54, -0.16)
C (2.68, -0.57, 0.69)
N (0.51, 0.66, -0.45)
N (0.01, 1.86, 0.11)
C (-0.17, -0.48, -0.54)
C (-1.94, -0.23, -0.66)
C (-2.59, -0.68, 0.63)
N (0.20, -1.68, -0.77)
H (-0.59, -2.29, -1.01)
H (2.71, -1.50, 0.12)
H (2.03, -0.70, 1.56)
H (3.70, -0.35, 1.03)
H (-0.52, 2.36, -0.60)
H (-0.61, 1.68, 0.89)
H (-2.17, 0.81, -0.90)
H (-2.26, -0.84, -1.51)
H (-3.69, -0.64, 0.56)
H (-2.29, -0.05, 1.47)
H (-2.32, -1.71, 0.87)

Values from the calculation:
- E_tot: -11337.4578 eV
- HOMO energy: -0.3347 Eh